Entry 1:
Molecular formula: C5H14NO
Method: DFT, ωB97M-V/def2-TZVPD

Calculated values
net charge = +1
multiplicity = 1
electronic energy = -8943.3267 eV
HOMO energy = -15.7 eV
ΔE to the lowest compared entry with this formula, charge and spin = 0.681 eV
gap between HOMO and LUMO = 12.790 eV

Structure (XYZ):
```
21
Properties=species:S:1:pos:R:3:forces:R:3
C 0.623203 -0.767313 -2.067695 1.70 0.97 -1.48
C 0.398068 -0.616599 -0.601713 -1.33 -0.17 0.68
N -0.186599 0.807577 -0.317172 -0.40 -0.50 1.77
C -1.357887 0.586945 0.648388 -1.16 1.88 -0.56
C -1.168324 -0.758454 1.265496 -0.59 0.93 0.44
C -0.671568 -1.566524 0.096046 2.25 -0.52 -0.17
H 1.140186 0.131453 -2.459866 -0.26 0.06 0.41
H -0.235071 -0.834721 -2.728165 -0.39 -0.50 0.34
H 1.412375 -1.477388 -2.357297 -0.74 -0.48 0.46
H 1.337572 -0.667729 -0.040110 -0.23 0.23 -0.16
H -0.612621 1.328140 -1.076089 0.62 -0.31 -0.62
H 0.508098 1.403702 0.162813 0.22 -0.17 -0.25
H -1.456318 1.395293 1.380391 0.55 0.00 -0.14
H -2.215487 0.769546 -0.019961 -0.12 -0.88 0.47
H -0.491729 -0.556809 2.112628 0.76 -0.71 -0.67
H -2.021189 -1.080122 1.858383 -0.53 -0.31 -0.73
H -1.327113 -1.990971 -0.662201 -0.77 0.64 0.27
H -0.169611 -2.448333 0.477283 0.44 -0.19 -0.07
H 2.120246 1.694092 2.100638 -0.18 -0.06 -0.11
H 2.512433 2.662297 1.012539 0.05 0.21 -0.24
O 1.861334 1.985918 1.215664 0.13 -0.13 0.35
```
Forces are in eV/Å.

Atom charges from the Löwdin analysis, given in e for atoms 1 to 4: C -0.05; C -0.25; N 0.09; C -0.13


Entry 2:
Molecular formula: C35H63FIN7S2Si2W
Method: DFT, ωB97M-V/def2-TZVPD

Calculated values
net charge = +2
multiplicity = 3
electronic energy = -97803.7683 eV
HOMO energy (alpha / beta) = -12.8 / -12.7 eV
ΔE to the lowest compared entry with this formula, charge and spin = 0.643 eV
gap between HOMO and LUMO (alpha / beta) = 6.852 / 7.118 eV

Structure (XYZ):
```
112
Properties=species:S:1:pos:R:3:forces:R:3
W 0.158708 1.079657 0.051605 0.53 -1.20 -0.76
C -1.976963 2.897549 2.708476 0.62 -1.33 -0.70
Si -0.340973 2.097964 3.206394 0.01 1.60 1.32
C 0.775805 3.629548 3.794766 -0.59 -1.14 -1.04
C -0.788499 0.919187 4.627536 -0.98 -0.50 0.12
N 0.583578 1.222730 1.919047 -0.39 0.55 0.16
C 1.913482 1.000971 2.303253 1.78 -0.56 -0.34
C 2.405169 0.888867 3.609086 -0.31 0.22 -0.42
C 3.749908 0.679859 3.798205 0.48 0.24 0.64
C 4.705581 0.642589 2.797749 -1.10 -0.19 -0.06
C 4.277992 0.788731 1.490032 -0.71 -0.26 -0.51
C 2.916676 0.906072 1.311999 -0.70 0.32 0.94
F 2.380967 0.995980 0.007486 0.36 0.11 0.44
H -2.200067 3.382113 3.618140 -0.59 0.50 1.38
H -2.750344 2.166174 2.464563 0.11 0.27 0.18
H -1.964095 3.691631 1.989575 0.19 0.16 -0.57
H 0.206391 4.553844 3.705235 -0.26 -0.03 0.15
H 1.596479 3.751250 3.073167 0.10 -0.12 0.37
H 1.147935 3.540645 4.815561 0.10 -0.05 -0.14
H -1.468186 1.402103 5.357948 0.56 0.35 -0.29
H -0.021656 0.399961 5.225128 -0.17 0.32 -0.45
H -1.480653 0.132418 4.256588 0.59 0.13 -0.19
H 1.798244 1.013807 4.499627 -0.10 -0.17 -0.38
H 4.065195 0.612522 4.820675 0.29 -0.17 0.32
H 5.702399 0.413858 3.065390 0.95 0.08 -0.04
H 4.914447 0.727802 0.619058 0.17 0.01 0.05
I 0.889314 7.409435 1.603418 -0.14 -0.31 -0.49
C 1.030623 5.671695 0.457345 0.14 0.33 0.17
C 2.196578 5.169741 -0.083833 -0.05 -0.17 -0.45
N 1.918382 3.902908 -0.446456 -0.09 0.04 0.35
N 0.643464 3.541636 -0.178614 -0.33 0.53 -0.04
C 0.073911 4.653204 0.305395 -0.23 0.35 0.96
H 3.145505 5.641541 -0.347622 -0.36 -0.27 0.44
H 2.484426 3.266129 -0.979073 0.06 -0.08 -0.12
H -0.982353 4.788590 0.605304 0.90 -0.70 -0.35
C -2.195828 -1.759323 -1.367416 -0.81 -0.12 -1.74
C -0.824355 -2.476822 -1.420412 -0.41 -0.28 -1.14
C -1.087795 -4.003925 -1.431627 -1.37 0.24 1.51
C -0.130229 -2.259433 -2.816160 0.48 -0.28 0.78
Si 0.270507 -1.853098 -0.015234 1.06 -0.55 0.57
C -0.204675 -2.843294 1.643356 0.54 1.51 1.04
C -1.677680 -2.652248 1.988098 -0.18 -0.33 0.75
C 0.077011 -4.316839 1.597190 -1.86 -1.10 -0.14
C 0.571658 -2.301967 2.919712 0.23 0.00 -0.36
C 2.069550 -2.567220 -0.446810 0.18 -0.08 -1.01
C 2.755234 -1.734475 -1.546615 1.16 0.63 -0.30
C 2.141532 -4.047097 -0.982952 0.35 0.10 1.13
C 3.063004 -2.619111 0.723655 -0.54 -0.18 0.08
H -2.937570 -2.451822 -1.861450 0.42 0.73 0.52
H -2.188990 -0.839166 -2.004905 0.09 -0.56 0.54
H -2.606066 -1.459253 -0.395491 0.40 -0.35 -0.01
H -1.640913 -4.284451 -2.319211 -0.13 0.05 -0.38
H -1.711113 -4.341002 -0.569544 0.19 0.45 -0.63
H -0.221181 -4.609561 -1.366638 0.89 -0.35 -0.22
H -0.746813 -2.590041 -3.656192 -0.35 0.26 0.11
H 0.758844 -2.914894 -2.852350 -0.57 0.33 -0.05
H 0.252270 -1.244687 -2.965793 -0.34 -0.01 0.00
H -2.348820 -3.137562 1.287459 -0.15 -0.02 -0.27
H -1.939406 -1.606567 2.086315 -0.11 0.39 -0.16
H -1.881773 -3.108107 2.982777 0.12 0.11 -0.45
H -0.418305 -4.845240 0.752917 0.59 0.32 0.70
H -0.361978 -4.746353 2.515836 0.04 0.03 -0.22
H 1.095510 -4.566304 1.654433 1.38 -0.26 -0.19
H 0.274979 -1.265226 3.079503 -0.17 0.02 0.33
H 1.669867 -2.267585 2.831182 -0.46 -0.22 -0.22
H 0.381942 -2.913748 3.843583 -0.25 0.49 -0.89
H 2.277821 -1.741454 -2.541771 0.04 0.16 0.64
H 3.779023 -2.158279 -1.734338 -0.68 0.24 0.19
H 2.936584 -0.681114 -1.225044 -0.24 -0.81 -0.36
H 1.898809 -4.223336 -2.016806 -0.31 0.16 -0.35
H 1.554664 -4.714291 -0.342089 0.28 0.03 -0.37
H 3.205144 -4.344129 -0.871785 -0.48 0.03 -0.12
H 3.027811 -1.778413 1.402052 0.07 0.33 0.10
H 4.042087 -2.678189 0.261542 0.42 -0.07 0.27
H 2.887494 -3.531725 1.301725 0.19 0.24 0.08
C -0.967031 0.890674 -4.461910 -1.09 -0.69 0.78
N 0.436623 0.575197 -4.616649 -0.17 -0.09 -1.49
C 0.712584 -0.419137 -5.651692 1.19 -0.61 -0.22
C 1.331974 1.074990 -3.824772 1.37 0.44 1.90
S 0.706830 1.899897 -2.385239 0.53 0.17 -0.15
N 2.666003 1.061850 -4.081884 -1.05 0.38 0.97
C 3.630952 1.413603 -3.049378 -0.40 1.40 -1.04
C 3.185740 1.241841 -5.413764 -0.27 0.05 -0.31
H -1.424372 0.770525 -5.429786 -0.22 0.13 -0.35
H -1.164341 1.889391 -4.053856 0.28 -0.39 -0.30
H -1.426318 0.128448 -3.783608 0.24 0.63 -0.41
H -0.179182 -1.034788 -5.704964 0.17 -0.35 0.04
H 1.623622 -1.029554 -5.371195 -1.19 0.60 -0.22
H 0.877977 -0.007740 -6.660186 -0.05 0.14 0.44
H 3.183256 1.265562 -2.098043 0.12 -0.22 0.71
H 3.941743 2.477107 -3.198796 -0.27 -0.58 0.30
H 4.485121 0.819491 -3.248618 0.93 -0.72 0.31
H 2.409091 1.679513 -5.982630 -0.68 0.60 -0.91
H 3.406400 0.305833 -5.850852 0.60 -0.99 -0.62
H 4.054187 1.897676 -5.473267 -0.07 -0.08 0.44
C -7.016743 1.500947 -0.673686 -1.26 -1.01 1.19
C -5.814408 0.993982 0.062289 -0.84 0.40 -0.42
C -5.854971 0.340713 1.250037 -0.55 -0.30 0.33
C -4.637033 -0.029569 1.816607 -1.04 -0.23 0.67
N -3.485920 0.363959 1.318217 1.29 -0.02 -0.08
C -3.442157 1.050031 0.198449 -0.36 -0.56 -0.01
S -2.034881 1.701060 -0.535541 -0.55 0.42 -0.49
N -4.611215 1.269073 -0.464809 0.16 0.58 -0.53
C -4.669869 -0.814400 3.080276 1.09 0.93 0.14
H -7.885803 0.837788 -0.410083 0.80 0.59 -0.29
H -6.919837 1.458403 -1.748687 0.18 0.35 -0.25
H -7.296958 2.489336 -0.271000 0.28 -0.18 -0.51
H -6.802223 0.102732 1.744760 0.43 0.10 -0.35
H -4.633959 1.743177 -1.365779 0.48 -0.03 0.21
H -4.423925 -1.840133 2.901618 0.23 -0.74 -0.23
H -5.655596 -0.769492 3.502940 -0.28 0.05 0.46
H -3.880538 -0.403367 3.742655 -0.61 -0.31 -0.11
```
Forces are in eV/Å.

Atom charges from the Löwdin analysis, given in e for atoms 1 to 4: W 1.08; C -0.17; Si 0.54; C -0.13


Entry 3:
Molecular formula: C19H31HgNO7SSi
Method: DFT, ωB97M-V/def2-TZVPD

Calculated values
net charge = -1
multiplicity = 2
electronic energy = -58921.6709 eV
HOMO energy (alpha / beta) = -5.0 / -6.0 eV
gap between HOMO and LUMO (alpha / beta) = 7.114 / 6.873 eV

Structure (XYZ):
```
61
Properties=species:S:1:pos:R:3:forces:R:3
Hg -0.617913 2.445429 -2.676325 0.27 -0.48 0.16
C 3.290526 1.936877 2.949448 0.09 0.07 -0.05
C 1.918322 1.291397 3.049276 -0.18 -0.01 -0.08
C 0.978606 2.167764 3.870727 -0.06 0.03 -0.01
C 2.028136 -0.090510 3.678922 0.01 -0.09 0.02
O 1.454641 1.156089 1.702449 -0.14 -0.01 0.04
Si -0.047669 0.945052 1.062732 0.08 0.30 -0.22
S 0.220779 0.597591 -0.983946 -0.08 0.15 -0.32
O -0.902580 2.303911 1.427245 -0.07 -0.09 0.08
C -2.310737 2.571884 1.480387 0.15 -0.15 0.00
C -2.435624 4.083669 1.567727 0.04 0.12 -0.03
C -3.004416 2.052326 0.229870 -0.05 -0.09 0.00
C -2.906654 1.925545 2.726297 0.03 -0.04 0.09
O -0.819403 -0.297009 1.822272 -0.02 -0.06 0.03
C -0.952087 -1.702120 1.565709 0.04 0.05 -0.02
C -2.037893 -1.916333 0.520849 -0.05 0.02 -0.10
C -1.372524 -2.323762 2.889782 -0.02 -0.01 0.10
C 0.367033 -2.307379 1.101228 0.10 0.03 -0.04
H 3.736853 2.054173 3.939983 0.00 0.00 -0.03
H 3.207182 2.917899 2.478452 0.00 -0.02 0.02
H 3.946619 1.319691 2.333476 -0.01 0.01 0.02
H 1.402928 2.341289 4.862813 -0.01 -0.01 -0.01
H 0.003936 1.687618 3.985920 0.05 0.01 0.01
H 0.821636 3.125793 3.373551 0.03 -0.02 0.02
H 2.427517 -0.019107 4.694002 0.00 0.00 -0.03
H 2.691200 -0.721354 3.083498 0.00 0.02 0.02
H 1.045607 -0.562303 3.721479 0.02 0.02 0.01
H -1.995345 4.547188 0.682768 -0.02 -0.01 0.02
H -1.903779 4.450355 2.448124 -0.02 -0.01 -0.02
H -3.484678 4.380274 1.639381 0.03 0.00 -0.01
H -2.557325 2.490821 -0.661970 -0.04 0.04 0.01
H -4.067615 2.304635 0.255189 0.02 0.00 0.00
H -2.905707 0.966961 0.153309 0.00 0.04 0.00
H -2.394335 2.293586 3.618733 -0.04 0.01 -0.02
H -2.787020 0.842979 2.688778 -0.02 0.03 -0.01
H -3.969462 2.167296 2.806628 0.03 0.00 0.01
H -2.972509 -1.459256 0.855509 0.01 -0.03 0.00
H -2.206924 -2.984743 0.362959 -0.01 0.04 0.01
H -1.746873 -1.464319 -0.428649 0.00 0.00 0.03
H -2.306153 -1.875162 3.236431 0.02 -0.01 -0.01
H -0.606444 -2.155543 3.649695 -0.02 -0.02 -0.02
H -1.519674 -3.400271 2.776344 -0.01 0.03 0.01
H 0.666844 -1.895282 0.135938 -0.03 0.00 0.03
H 0.265978 -3.390314 0.996549 0.00 0.03 0.01
H 1.157457 -2.096891 1.823591 -0.03 -0.04 0.00
O -0.078905 1.010034 -6.983226 0.01 -0.01 0.07
C 0.086573 0.628693 -5.822962 -0.14 0.28 0.09
O -0.272069 1.202507 -4.748436 0.00 0.02 0.10
C 0.803262 -0.707428 -5.626711 0.13 -0.24 0.07
C 1.053976 -1.210247 -4.352459 -0.03 0.04 0.01
C 1.702645 -2.424075 -4.181907 -0.06 0.11 0.08
C 2.093534 -3.120106 -5.309491 0.23 -0.43 0.09
C 1.865713 -2.652461 -6.589300 -0.05 0.10 -0.14
C 1.216036 -1.437384 -6.737353 0.01 -0.02 -0.04
N 2.785513 -4.424893 -5.140573 -0.21 0.40 -0.06
O 2.974026 -4.829897 -4.010642 0.01 -0.03 0.07
O 3.127849 -5.023181 -6.142893 0.03 -0.04 -0.06
H 0.730741 -0.632886 -3.496665 0.01 -0.03 0.00
H 1.905325 -2.827723 -3.200602 -0.01 0.02 0.00
H 2.193837 -3.233737 -7.438303 -0.01 0.01 0.00
H 1.011508 -1.023678 -7.715635 0.00 0.00 0.00
```
Forces are in eV/Å.

Atom charges from the Löwdin analysis, given in e for atoms 1 to 4: Hg 0.68; C -0.04; C -0.65; C -0.03